1.
{
  "formula": "C4H6N2Na",
  "method": "ωB97M-V/def2-TZVPD",
  "symbols": ["Na", "H", "C", "C", "C", "C", "N", "H", "H", "N", "H", "H", "H"],
  "coordinates": [[-3.1404, -1.2846, -0.5854], [1.4565, -1.2486, 0.7894], [-1.0029, 0.3571, -0.4024], [-0.5811, -1.6260, 0.2816], [1.3497, 1.4621, -0.0040], [0.3205, 0.3823, -0.0108], [0.5669, -0.9001, 0.4236], [-0.6468, -2.6785, 0.5574], [2.2118, 1.1949, -0.6379], [-1.5576, -0.8885, -0.2197], [-1.5833, 1.1849, -0.8098], [1.7128, 1.6601, 1.0185], [0.8941, 2.3850, -0.4005]],
  "forces_ev_per_angstrom": [[-10.1, -2.5, -2.4], [-0.6, 0.2, -0.2], [0.8, 0.9, 0.0], [0.9, 0.1, 0.2], [0.0, 0.2, -0.1], [-0.7, -0.1, -0.2], [-0.4, -0.6, 0.0], [0.1, 0.4, -0.1], [-0.3, 0.1, 0.2], [10.0, 1.9, 2.5], [0.3, -0.3, 0.2], [-0.1, -0.1, -0.4], [0.3, -0.4, 0.2]],
  "lowdin_charge": [0.793, 0.184, -0.081, -0.140, -0.014, -0.272, 0.130, 0.142, 0.095, -0.153, 0.126, 0.095, 0.095],
  "gap_ev": 8.93,
  "homo_energy_ev": -12.8,
  "lumo_energy_ev": -3.9,
  "total_energy_ha": -427.5914,
  "largest_force_ev_per_a": 10.7,
  "total_charge": 1,
  "de_lowest_kj_mol": 193.8
}

2.
{
  "formula": "C3H12N4",
  "method": "ωB97M-V/def2-TZVPD",
  "symbols": ["C", "H", "H", "H", "H", "H", "C", "H", "H", "N", "H", "H", "C", "N", "N", "H", "H", "N", "H"],
  "coordinates": [[-0.7003, -0.2176, -0.1340], [-2.2194, -1.6024, -0.8182], [1.9712, 0.6721, -2.0779], [3.4693, -0.0658, 1.2466], [-3.3020, 1.3688, -0.3947], [-0.6377, -2.0400, -1.2008], [1.9577, -0.3323, -0.3493], [-3.4264, 1.0686, 1.2049], [-3.2836, -0.4045, 0.1224], [2.0462, 0.7392, -1.1353], [2.3478, 1.6417, -0.8144], [1.4244, -1.1690, -0.6890], [-2.9559, 0.6588, 0.3206], [-1.4300, 0.7009, 0.4376], [2.4961, -0.3279, 0.9807], [2.3068, -1.1861, 1.4886], [-0.9105, 1.2298, 1.1222], [-1.2003, -1.2503, -0.7352], [2.0465, 0.5162, 1.4252]],
  "forces_ev_per_angstrom": [[1.2, -0.5, 1.0], [1.9, 1.5, 0.4], [-0.7, -0.5, -3.5], [0.4, -0.5, -1.4], [0.1, 0.1, -1.2], [-0.7, 2.1, 1.1], [-1.7, 2.3, -1.8], [0.3, -0.5, 0.7], [0.2, 1.6, 0.4], [1.6, -0.7, 4.2], [0.3, 0.3, 0.2], [0.4, -1.4, -0.4], [0.7, -0.5, 0.8], [-1.1, -0.5, -0.3], [-0.2, 2.5, 1.7], [-0.5, -0.3, 0.3], [-0.8, 0.6, 0.0], [-1.3, -4.2, -2.4], [-0.2, -1.2, 0.4]],
  "lowdin_charge": [-0.215, 0.163, 0.112, 0.219, 0.086, 0.154, -0.078, 0.096, 0.098, 0.221, 0.154, 0.103, 0.015, -0.005, 0.253, 0.193, 0.132, 0.092, 0.208],
  "gap_ev": [7.96, 6.69],
  "homo_energy_ev": [-17.1, -16.5],
  "lumo_energy_ev": [-9.2, -9.8],
  "total_energy_ha": -339.7571,
  "largest_force_ev_per_a": 5.0,
  "total_charge": 2,
  "de_lowest_kj_mol": 459.8
}

3.
{
  "formula": "C3H11N2",
  "method": "ωB97M-V/def2-TZVPD",
  "symbols": ["H", "N", "H", "H", "H", "H", "H", "C", "H", "H", "H", "C", "N", "H", "H", "C"],
  "coordinates": [[1.4226, -0.4512, -1.4181], [0.8929, -0.2355, -0.5762], [-1.5708, -1.3734, 1.3110], [2.3294, -0.7342, 0.9097], [-2.1237, -1.5329, -0.1923], [-0.5416, 0.5907, -1.8401], [0.4313, -1.1157, -0.2804], [-0.2359, 0.7083, -0.8030], [2.5025, 0.9248, 0.2228], [-1.2294, 0.8737, 1.1165], [0.1037, 1.7236, -0.6382], [1.8141, 0.1473, 0.5284], [-1.3997, -1.0862, 0.3554], [-2.2564, 0.7668, -0.2542], [1.2212, 0.4450, 1.3886], [-1.3601, 0.3489, 0.1703]],
  "forces_ev_per_angstrom": [[0.0, 0.2, -0.1], [0.6, -0.2, 0.3], [0.1, 0.2, 0.0], [0.3, 0.0, -0.5], [0.0, 0.0, -0.2], [-0.1, 0.0, 0.0], [-0.4, -0.1, 0.0], [0.2, 0.0, -0.2], [0.0, 0.1, -0.1], [0.2, -0.2, 0.1], [0.1, 0.1, -0.1], [-0.1, -0.4, 0.7], [-0.2, -0.6, 0.2], [-0.5, 0.1, -0.1], [-0.2, 0.4, -0.2], [0.1, 0.3, 0.1]],
  "lowdin_charge": [0.181, -0.026, 0.100, 0.110, 0.101, 0.136, 0.138, -0.118, 0.109, 0.124, 0.134, 0.009, 0.012, 0.120, 0.102, -0.231],
  "gap_ev": 11.59,
  "homo_energy_ev": -14.6,
  "lumo_energy_ev": -3.1,
  "total_energy_ha": -230.1701,
  "largest_force_ev_per_a": 0.8,
  "total_charge": 1,
  "de_lowest_kj_mol": 32.2,
  "smiles": "C[NH2+]CCN"
}